Entry 1:
ORCA calculation (ωB97M-V/def2-TZVPD) on a structure of composition C25H48As2BCrN4O2S6Si3 at a distorted geometry.

```
! RIJCOSX wB97M-V def2-TZVPD def2/J DEFGRID3
* xyz -2 2
Cr 0.12 0.36 0.04
S 4.70 2.46 1.97
As 3.28 2.23 0.46
S 1.23 2.34 1.05
S 1.62 -0.86 1.08
S 3.72 3.51 -1.16
O -3.60 -1.17 -1.96
C -3.00 -1.89 -2.92
C -3.71 -2.78 -3.72
C -3.10 -3.41 -4.79
C -1.76 -3.16 -5.07
C -1.03 -2.32 -4.25
C -1.63 -1.69 -3.16
C -0.78 -0.94 -2.22
O -1.12 -0.77 -1.00
N 0.42 -0.60 -2.65
N 1.17 -0.15 -1.63
C 2.46 -0.09 -1.80
S 3.53 -0.18 -0.42
C 5.06 0.23 -1.47
C 4.68 0.66 -2.86
S 3.22 -0.32 -3.37
H -4.46 -1.52 -1.69
H -4.75 -2.97 -3.49
H -3.67 -4.08 -5.42
H -1.27 -3.65 -5.91
H 0.02 -2.14 -4.41
H 5.65 -0.69 -1.47
H 5.59 1.02 -0.93
H 5.46 0.48 -3.60
H 4.39 1.72 -2.87
B -5.43 -0.71 1.17
C -3.79 -0.57 0.99
N -3.18 0.55 1.76
H -5.80 -1.65 0.47
H -6.00 0.29 0.77
H -5.72 -0.93 2.32
C 0.13 0.00 5.00
Si -0.89 1.36 4.08
C 0.21 2.94 4.23
C -2.49 1.80 5.08
As -1.32 0.34 1.96
Si -3.74 2.13 1.30
C -5.19 2.72 2.41
C -2.39 3.47 1.60
C -4.26 2.27 -0.55
Si -1.98 -1.76 2.76
C -3.12 -1.76 4.32
C -0.64 -3.14 2.97
C -3.12 -1.93 1.26
H 0.68 0.39 5.86
H 0.86 -0.40 4.29
H -0.49 -0.82 5.33
H 0.54 3.08 5.26
H -0.31 3.85 3.93
H 1.09 2.85 3.61
H -2.28 1.88 6.15
H -3.26 1.05 4.93
H -2.90 2.75 4.76
H -4.85 3.12 3.36
H -5.87 1.90 2.61
H -5.75 3.51 1.91
H -2.25 3.64 2.66
H -2.66 4.42 1.15
H -1.43 3.17 1.19
H -5.15 1.67 -0.70
H -3.49 1.88 -1.20
H -4.49 3.29 -0.86
H -2.66 -1.38 5.22
H -3.49 -2.76 4.52
H -3.98 -1.13 4.09
H -0.27 -3.17 3.98
H 0.20 -2.92 2.32
H -1.03 -4.12 2.71
H -3.62 -0.34 -0.06
H -3.89 -2.69 1.37
H -2.50 -2.21 0.40
C 0.48 4.91 -1.70
C -0.63 4.04 -2.31
C -1.98 4.76 -2.20
C -0.28 3.70 -3.77
C -0.69 2.80 -1.57
N -0.65 1.82 -0.96
H 0.47 5.90 -2.16
H 1.46 4.46 -1.85
H 0.33 5.03 -0.63
H -1.95 5.71 -2.74
H -2.20 4.97 -1.15
H -2.79 4.15 -2.59
H -0.15 4.62 -4.35
H -1.06 3.10 -4.23
H 0.65 3.14 -3.81
*
```

E: -10149.54574 a.u.
HOMO-LUMO gap (spin up / spin down): 5.733 / 6.024 eV
LUMO level (spin up / spin down): 3.759 / 3.883 eV
relative energy (zero: lowest compared OMol25 entry of this formula, charge and spin): 189.91 kJ/mol

Results of the Mulliken charge analysis, in e, for atoms 1 through 6: number 1, Cr, carries -0.35; number 2, S, carries -0.53; number 3, As, carries 0.47; number 4, S, carries -0.16; number 5, S, carries -0.78; number 6, S, carries -0.55

Entry 2:
ORCA calculation (ωB97M-V/def2-TZVPD) on a cluster of 3 separate species, C25H48BBrN2O5 in total at a distorted geometry.

```
! RIJCOSX wB97M-V def2-TZVPD def2/J DEFGRID3
* xyz 0 1
C 3.37 0.32 3.76
C 2.54 1.43 3.12
O 2.94 1.48 1.75
C 2.19 2.35 0.94
C 1.06 1.52 0.33
C 1.61 0.19 -0.28
C 1.15 -0.99 0.57
C -0.31 -1.33 0.31
C -0.88 -2.44 1.19
C -1.00 -2.02 2.66
C 0.21 -2.43 3.50
O 0.37 -1.52 4.56
C 1.51 -1.85 5.33
C 3.07 2.87 -0.22
C 4.56 3.03 0.10
C 4.87 3.77 1.40
Br 5.54 1.33 -0.05
O 1.74 3.50 1.68
C 0.42 3.86 1.50
O 0.04 4.43 0.55
B -0.66 3.56 2.66
O -0.92 2.26 3.05
C -1.43 4.75 3.39
C -2.74 4.19 4.01
H 3.03 0.21 4.78
H 3.31 -0.60 3.19
H 4.39 0.68 3.83
H 2.77 2.34 3.67
H 1.49 1.15 3.17
H 0.34 1.22 1.08
H 0.56 2.04 -0.48
H 1.22 0.11 -1.30
H 2.69 0.26 -0.37
H 1.82 -1.83 0.43
H 1.24 -0.67 1.61
H -0.92 -0.44 0.50
H -0.46 -1.56 -0.74
H -1.90 -2.61 0.86
H -0.36 -3.39 1.09
H -1.11 -0.94 2.74
H -1.89 -2.45 3.11
H 0.03 -3.44 3.87
H 1.09 -2.43 2.84
H 1.61 -1.06 6.06
H 1.39 -2.82 5.82
H 2.39 -1.93 4.69
H 2.95 2.28 -1.12
H 2.70 3.87 -0.44
H 4.97 3.64 -0.69
H 4.99 4.84 1.25
H 5.84 3.40 1.75
H 4.17 3.56 2.20
H -0.60 2.10 3.95
H -0.80 5.05 4.23
H -1.63 5.57 2.71
H -3.36 4.98 4.42
H -3.30 3.61 3.28
H -2.48 3.52 4.82
C -2.34 -2.77 -3.30
C -2.00 -4.23 -3.60
C -2.90 -5.21 -2.84
C -2.75 -5.03 -1.39
N -2.63 -4.87 -0.27
H -2.18 -2.54 -2.25
H -1.70 -2.11 -3.88
H -3.38 -2.55 -3.55
H -0.96 -4.42 -3.34
H -2.11 -4.42 -4.67
H -2.63 -6.24 -3.09
H -3.94 -5.06 -3.10
C -2.10 -0.32 -8.17
C -3.50 -0.36 -7.57
C -3.58 -1.20 -6.30
C -3.21 -2.60 -6.58
N -2.93 -3.67 -6.83
H -1.77 -1.31 -8.48
H -2.08 0.32 -9.06
H -1.38 0.07 -7.46
H -4.20 -0.75 -8.32
H -3.82 0.66 -7.34
H -4.60 -1.19 -5.90
H -2.91 -0.81 -5.54
*
```

SMILES: CCO[C@](CCCCCCCOC)(C[C@@H](C)Br)OC(=O)B(O)CC.CCCC#N.CCCC#N
E: -4065.94015 a.u.
HOMO-LUMO gap: 9.739 eV
LUMO level: 0.346 eV

Results of the Mulliken charge analysis, in e, for atoms 1 through 6: number 1, C, carries -1.52; number 2, C, carries 0.34; number 3, O, carries 0.07; number 4, C, carries 1.13; number 5, C, carries -1.40; number 6, C, carries -0.75

Entry 3:
ORCA calculation (ωB97M-V/def2-TZVPD) on a structure of composition C25H48ClLuNO2P2S2 at a distorted geometry.

```
! RIJCOSX wB97M-V def2-TZVPD def2/J DEFGRID3
* xyz -1 1
Lu 0.47 0.48 -0.51
Cl -1.17 2.14 -1.37
P 2.63 1.99 -0.83
C 2.30 3.81 -0.77
C 4.10 1.45 0.20
C 2.78 1.54 -2.63
C 1.22 4.17 0.27
H 1.89 4.06 -1.77
C 3.61 4.55 -0.55
H 4.02 4.35 0.45
H 3.45 5.64 -0.64
H 4.38 4.28 -1.30
H 0.24 3.77 -0.03
H 1.12 5.27 0.32
H 1.44 3.79 1.28
H 1.92 2.05 -3.09
C 2.65 0.03 -2.97
C 4.08 2.17 -3.13
H 4.01 3.26 -3.16
H 4.31 1.82 -4.15
H 4.93 1.89 -2.49
H 2.02 -0.58 -2.29
H 3.63 -0.45 -3.02
H 2.18 -0.06 -3.96
C 3.81 1.78 1.67
H 4.98 2.01 -0.15
C 4.35 -0.06 0.03
H 3.59 2.84 1.85
H 4.67 1.51 2.29
H 2.95 1.20 2.04
H 3.48 -0.66 0.35
H 5.19 -0.36 0.67
H 4.59 -0.35 -1.00
H -0.84 0.32 1.57
H -0.40 -0.76 -1.63
P -3.68 -0.36 -0.28
C -4.34 -0.31 -2.01
C -4.01 -1.99 0.57
C -4.33 1.11 0.61
C -3.23 -0.70 -3.01
H -4.57 0.76 -2.17
C -5.61 -1.14 -2.14
H -5.41 -2.21 -2.00
H -6.00 -1.00 -3.15
H -6.38 -0.81 -1.43
H -2.41 0.04 -2.98
H -3.65 -0.72 -4.03
H -2.79 -1.68 -2.79
H -4.14 1.92 -0.11
C -3.56 1.46 1.90
C -5.84 0.94 0.80
H -6.37 1.04 -0.15
H -6.20 1.73 1.47
H -6.09 -0.04 1.25
H -2.66 0.84 2.05
H -4.19 1.37 2.79
H -3.22 2.50 1.85
C -3.29 -3.12 -0.18
H -5.10 -2.12 0.53
C -3.53 -1.94 2.02
H -3.62 -3.21 -1.23
H -3.51 -4.07 0.31
H -2.20 -2.97 -0.17
H -2.44 -1.75 2.05
H -3.72 -2.91 2.50
H -4.04 -1.17 2.62
O 2.22 -2.79 -1.09
S 1.17 -3.02 -0.11
O -0.02 -3.75 -0.49
N 0.69 -1.49 0.43
C 0.87 -1.28 1.75
S 0.40 0.34 2.25
C 1.54 -2.36 2.42
C 2.14 -2.41 3.69
C 2.94 -3.50 4.01
C 3.19 -4.51 3.07
C 2.62 -4.46 1.79
C 1.79 -3.39 1.49
H 1.95 -1.59 4.38
H 3.40 -3.57 5.01
H 3.83 -5.36 3.33
H 2.81 -5.21 1.03
*
```

E: -4361.42617 a.u.
HOMO-LUMO gap: 4.186 eV
LUMO level: 2.357 eV
relative energy (zero: lowest compared OMol25 entry of this formula, charge and spin): 127.24 kJ/mol

Results of the Mulliken charge analysis, in e, for atoms 1 through 6: number 1, Lu, carries 0.57; number 2, Cl, carries -0.65; number 3, P, carries -0.12; number 4, C, carries 0.61; number 5, C, carries 0.54; number 6, C, carries 0.48

Entry 4:
ORCA calculation (ωB97M-V/def2-TZVPD) on a structure of composition C25H48N3O4PdS2Si2 at a distorted geometry.

```
! RIJCOSX wB97M-V def2-TZVPD def2/J DEFGRID3
* xyz 1 1
Pd -0.55 1.16 1.30
C 4.01 3.05 -3.23
C 3.44 2.94 -1.85
C 3.16 4.09 -1.10
C 2.64 4.00 0.17
C 2.37 2.75 0.71
C 2.66 1.59 0.00
C 3.20 1.70 -1.27
S 1.76 2.57 2.36
O 2.53 3.34 3.28
O 1.55 1.16 2.57
N 0.11 3.13 2.41
C -0.12 4.32 2.00
C -0.84 4.26 -0.38
O -0.70 5.41 -0.49
O -1.05 3.12 -0.46
H 4.78 3.81 -3.28
H 3.22 3.33 -3.94
H 4.44 2.10 -3.56
H 3.37 5.06 -1.53
H 2.49 4.91 0.75
H 2.47 0.62 0.45
H 3.45 0.80 -1.81
H 0.68 5.04 1.86
H -1.09 4.75 2.25
C -2.15 -2.54 1.95
Si -1.28 -1.48 3.23
C 0.55 -1.85 3.44
C -2.06 -1.85 4.90
C -1.53 0.37 2.91
Si -3.29 1.09 2.66
C -3.34 2.88 3.22
C -3.80 0.93 0.86
C -4.50 0.14 3.71
H -1.87 -3.59 2.10
H -1.92 -2.27 0.92
H -3.23 -2.48 2.09
H 0.78 -2.89 3.18
H 0.81 -1.72 4.50
H 1.20 -1.20 2.87
H -1.80 -2.89 5.16
H -3.14 -1.78 4.91
H -1.65 -1.22 5.69
H -0.94 0.90 3.67
H -2.58 3.49 2.73
H -3.18 2.94 4.29
H -4.32 3.32 3.00
H -3.11 1.38 0.15
H -4.76 1.44 0.72
H -3.94 -0.11 0.59
H -4.17 0.05 4.75
H -4.72 -0.86 3.32
H -5.44 0.70 3.72
C -1.47 -1.61 -4.56
C -0.24 -1.62 -5.45
C 0.83 -0.57 -5.13
C 1.45 -0.68 -3.75
N 0.54 -0.20 -2.72
C 0.39 -0.67 -1.48
S -1.04 -0.18 -0.65
N 1.32 -1.51 -1.01
C 1.16 -2.33 0.19
C 0.58 -3.71 -0.10
C 1.53 -4.71 -0.74
C 1.90 -4.43 -2.20
H -2.24 -2.26 -4.97
H -1.91 -0.60 -4.49
H -1.27 -1.95 -3.54
H -0.54 -1.47 -6.49
H 0.23 -2.61 -5.42
H 0.43 0.44 -5.27
H 1.64 -0.67 -5.86
H 2.38 -0.10 -3.71
H 1.70 -1.73 -3.55
H -0.16 0.48 -2.98
H 2.09 -1.73 -1.62
H 0.52 -1.78 0.86
H 2.14 -2.42 0.66
H -0.32 -3.58 -0.72
H 0.23 -4.12 0.85
H 1.07 -5.70 -0.69
H 2.45 -4.78 -0.14
H 1.02 -4.15 -2.79
H 2.34 -5.31 -2.67
H 2.64 -3.63 -2.30
*
```

E: -2949.70545 a.u.
HOMO-LUMO gap: 7.249 eV
LUMO level: -3.848 eV
relative energy (zero: lowest compared OMol25 entry of this formula, charge and spin): 174.08 kJ/mol

Results of the Mulliken charge analysis, in e, for atoms 1 through 6: number 1, Pd, carries 1.38; number 2, C, carries -1.65; number 3, C, carries 0.70; number 4, C, carries -0.83; number 5, C, carries -0.69; number 6, C, carries 0.54

Entry 5:
ORCA calculation (ωB97M-V/def2-TZVPD) on a structure of composition C25H49B11Br6N2O2P3Pb at a distorted geometry.

```
! RIJCOSX wB97M-V def2-TZVPD def2/J DEFGRID3
* xyz 1 1
Pb 0.30 0.63 -0.33
C 2.46 2.80 3.65
C 1.27 2.00 3.18
O 0.99 1.91 1.99
C 0.55 1.34 4.27
C -0.53 0.52 4.22
C -1.05 -0.17 5.45
N -1.12 0.06 3.07
N -1.50 0.66 2.08
C -1.94 1.92 1.76
O -1.39 2.54 0.85
C -3.24 2.33 2.34
C -4.13 1.40 2.88
C -5.39 1.81 3.28
C -5.76 3.14 3.16
C -4.86 4.07 2.67
C -3.61 3.67 2.24
H 2.91 3.35 2.82
H 2.16 3.49 4.44
H 3.20 2.12 4.07
H 1.01 1.44 5.25
H -0.22 -0.47 6.10
H -1.69 0.51 6.01
H -1.62 -1.05 5.18
H -3.85 0.36 2.95
H -6.09 1.08 3.67
H -6.76 3.45 3.45
H -5.15 5.12 2.60
H -2.91 4.39 1.84
C -1.12 2.21 -3.81
P -1.21 2.50 -1.99
C -2.91 3.17 -1.87
C -0.23 4.07 -1.86
C 1.19 3.88 -2.37
P 2.09 2.58 -1.42
C 3.52 2.20 -2.49
C 2.88 3.54 -0.08
H -1.23 3.15 -4.36
H -1.92 1.54 -4.11
H -0.17 1.75 -4.08
H -3.13 3.74 -2.78
H -2.97 3.83 -1.01
H -3.65 2.38 -1.76
H -0.24 4.35 -0.80
H -0.75 4.84 -2.43
H 1.76 4.82 -2.29
H 1.19 3.58 -3.42
H 3.97 3.12 -2.85
H 3.22 1.57 -3.33
H 4.25 1.65 -1.89
H 3.38 4.42 -0.50
H 3.62 2.90 0.40
H 2.13 3.83 0.65
Br 2.18 -1.11 1.80
B 3.04 -2.56 0.75
B 3.09 -4.23 1.32
C 2.98 -5.17 -0.09
B 2.01 -3.78 0.00
B 2.75 -4.28 -1.52
B 4.31 -5.05 -1.14
B 4.52 -5.01 0.62
B 4.61 -3.32 1.16
Br 5.63 -2.77 2.74
B 5.38 -3.84 -0.40
Br 7.33 -3.89 -0.64
B 4.28 -3.38 -1.74
Br 4.85 -2.89 -3.55
B 2.86 -2.59 -1.01
Br 1.96 -1.11 -2.04
B 4.48 -2.29 -0.30
Br 5.32 -0.51 -0.41
H 2.65 -4.62 2.34
H 2.49 -6.13 -0.01
H 0.85 -3.88 0.16
H 2.08 -4.68 -2.40
H 4.67 -5.98 -1.76
H 5.02 -5.92 1.18
C -2.31 -2.43 -4.31
C -1.26 -1.68 -3.50
P -1.66 -1.27 -1.74
C -1.80 -2.97 -1.03
C -1.93 -3.00 0.49
C -3.43 -0.73 -1.91
C -4.06 -0.24 -0.62
H -1.89 -2.66 -5.29
H -3.21 -1.83 -4.47
H -2.59 -3.37 -3.84
H -1.01 -0.73 -4.00
H -0.34 -2.26 -3.47
H -0.90 -3.50 -1.34
H -2.65 -3.48 -1.50
H -1.14 -2.40 0.96
H -1.84 -4.02 0.86
H -2.89 -2.61 0.82
H -4.01 -1.56 -2.32
H -3.42 0.07 -2.66
H -4.22 -1.05 0.09
H -5.03 0.22 -0.82
H -3.43 0.51 -0.14
*
```

E: -18176.59295 a.u.
HOMO-LUMO gap: 6.666 eV
LUMO level: -4.240 eV

Results of the Mulliken charge analysis, in e, for atoms 1 through 6: number 1, Pb, carries 0.99; number 2, C, carries -1.69; number 3, C, carries 0.66; number 4, O, carries 0.15; number 5, C, carries -0.78; number 6, C, carries 0.52

Question: Which value of E does entry 3 give?
Answer: -4361.42617 a.u.